Version P
A cluster of 5 separate species, CH12N2O4 in total. Source: OMol25; level of theory: ωB97M-V/def2-TZVPD.

CARTESIAN COORDINATES (ANGSTROEM)
H -0.1882 -3.8706 -2.4394
N 0.2834 -3.0054 -2.1632
C -0.6613 -2.1379 -2.1227
N -0.7697 -1.2199 -1.0578
H -1.2895 -2.0453 -3.0235
H -0.1631 -1.6400 -0.3590
H -1.7310 -1.1675 -0.7472
O 1.2253 -1.3600 4.8437
H 1.2373 -0.4876 5.2727
H 2.1692 -1.5188 4.7144
O -0.6509 5.6242 -1.7978
H -0.1790 6.4143 -1.4923
H -1.0186 5.3844 -0.9364
O -3.9727 2.8808 -3.3302
H -3.8941 2.9339 -4.2811
H -3.2124 3.3967 -3.0497
O 4.1530 -2.6264 4.3294
H 5.0753 -2.6984 4.0439
H 3.5871 -2.8565 3.5962

Summary:
- HOMO (eV) = -8.78
- SMILES = [H]/N=C/N.O.O.O.O
- multiplicity = 1
- orbital gap (eV) = 9.477
- molecular weight (g/mol) = 116.12


Version Q
A cluster of 5 separate species, CH12N2O4 in total. Source: OMol25; level of theory: ωB97M-V/def2-TZVPD.

CARTESIAN COORDINATES (ANGSTROEM)
H -0.0097 -3.7761 -2.7852
N 0.2383 -2.9971 -2.1914
C -0.6762 -2.1388 -2.0725
N -0.7402 -1.1989 -1.0572
H -1.6614 -2.2394 -2.5493
H -0.1770 -1.4418 -0.2557
H -1.6932 -1.0604 -0.7528
O 1.1806 -1.1340 4.9668
H 1.4537 -0.3316 5.4243
H 1.9507 -1.4350 4.4730
O -0.5310 5.6744 -1.6757
H 0.0323 6.4287 -1.4910
H -0.7024 5.1890 -0.8653
O -3.9576 2.9719 -3.3161
H -3.8533 2.7281 -4.2400
H -3.2162 3.5176 -3.0448
O 4.1001 -2.5180 4.2830
H 4.9911 -2.8928 4.2498
H 3.8001 -2.7328 3.3902

Summary:
- HOMO (eV) = -9.47
- SMILES = [H]/N=C/N.O.O.O.O
- multiplicity = 1
- orbital gap (eV) = 10.073
- molecular weight (g/mol) = 116.12


What should be chosen as the least stable of them? Choose version P.


Version P
A cluster of 2 separate species, C3H3N2O2 in total. Source: OMol25; level of theory: ωB97M-V/def2-TZVPD.

CARTESIAN COORDINATES (ANGSTROEM)
C -0.8886 -1.0466 2.0263
C 0.2398 0.5596 -0.0165
C 0.2933 -0.0310 -1.4195
N 1.2038 1.6779 0.3950
N 0.0527 1.8804 -0.1118
O -0.7653 -0.3603 3.0004
O -1.1713 -1.9630 1.3193
H 1.3172 -0.3842 -1.6554
H 0.0165 0.6229 -2.2846
H -0.2981 -0.9556 -1.2531

Summary:
- HOMO (alpha / beta) (eV) = -1.96 / -1.95
- multiplicity = 1
- orbital gap (alpha / beta) (eV) = 5.853 / 5.852
- charge = -1
- molecular weight (g/mol) = 99.07


Version Q
The ion C3H3N2O2 with charge -1. Source: OMol25; level of theory: ωB97M-V/def2-TZVPD.

CARTESIAN COORDINATES (ANGSTROEM)
C 1.1828 0.1821 -0.6112
C 1.4064 1.3940 -0.2436
C -1.1099 -0.2284 1.1648
N -0.2432 -0.1866 -1.0142
N -0.7942 -0.9422 0.0594
O 1.4929 2.5596 0.0047
O -1.7356 -0.7425 2.1141
H 1.6166 -0.7458 -0.5913
H -0.8497 0.6508 -0.8100
H -0.9661 -1.9409 -0.0727

Summary:
- HOMO (eV) = -1.66
- multiplicity = 1
- orbital gap (eV) = 5.515
- charge = -1
- molecular weight (g/mol) = 99.07


What should be chosen as the least stable of them? Choose version Q.


Version P
The ion C6H10O with charge +1. Source: OMol25; level of theory: ωB97M-V/def2-TZVPD.

CARTESIAN COORDINATES (ANGSTROEM)
O 3.3718 0.3014 -1.4450
C 2.7591 -0.1907 -0.5356
C 1.4703 0.3697 0.0211
C 0.5656 -0.7050 0.6386
C -0.8609 -0.6964 0.0083
C -2.6958 0.9275 -0.3044
C -1.7209 0.3889 0.5229
H 3.0987 -1.1815 -0.1855
H 1.4830 1.2954 0.6018
H 0.9594 0.8058 -0.8526
H 0.4986 -0.7122 1.7248
H 0.9441 -1.6834 0.3298
H -0.8175 -0.7420 -1.0788
H -1.4021 -1.5896 0.3740
H -2.8161 0.8798 -1.3806
H -3.3369 1.7319 0.0607
H -1.5003 0.8004 1.5003

Summary:
- HOMO (alpha / beta) (eV) = -13.22 / -13.20
- multiplicity = 2
- orbital gap (alpha / beta) (eV) = 7.692 / 3.872
- charge = +1
- molecular weight (g/mol) = 98.14


Version Q
A cluster of 2 separate species, C6H10O in total. Source: OMol25; level of theory: ωB97M-V/def2-TZVPD.

CARTESIAN COORDINATES (ANGSTROEM)
C 1.6968 0.2392 -1.1595
C 2.4343 -0.2188 -0.0802
C -0.1698 1.1543 0.2895
C 0.4067 0.7156 -0.9995
C -0.4135 -0.1506 1.2448
C -1.6281 0.5122 0.6373
H 2.2215 0.2324 -2.1231
H 3.3960 -0.6847 -0.3301
H 2.1708 -0.3854 0.9725
H 0.2609 2.0087 0.7907
H -0.3005 0.5565 -1.7911
H -2.1025 -0.6759 -0.1301
H 0.0841 -0.9221 0.6892
H -2.2350 1.1482 1.2511
H -0.4686 -0.2016 2.3182
H -3.1529 -1.7463 -0.8086
O -2.2003 -1.5815 -0.7711

Summary:
- HOMO (alpha / beta) (eV) = -13.91 / -14.71
- multiplicity = 2
- orbital gap (alpha / beta) (eV) = 6.700 / 7.456
- charge = +1
- molecular weight (g/mol) = 98.14


What should be chosen as the least stable of them? Choose version Q.


Version P
A cluster of 2 separate species, C4H5O2S in total. Source: OMol25; level of theory: ωB97M-V/def2-TZVPD.

CARTESIAN COORDINATES (ANGSTROEM)
C -2.4036 2.1982 -0.2573
C -1.6874 1.1889 -0.3631
C -0.0850 -1.2457 0.5280
C 0.3349 -0.1836 -0.4382
O 2.4409 -0.0025 1.2443
O 2.6627 -0.3970 -1.1015
S 2.1238 0.5278 -0.0996
H -2.9704 2.9964 -0.5867
H 0.8146 -1.6252 0.8263
H -0.5634 -0.9835 1.4653
H -0.7445 -2.1089 0.2988
H 0.0772 -0.3651 -1.5163

Summary:
- HOMO (alpha / beta) (eV) = -4.65 / -4.65
- multiplicity = 1
- orbital gap (alpha / beta) (eV) = 8.165 / 8.166
- charge = -1
- molecular weight (g/mol) = 117.15


Version Q
A structure of composition C4H5O2S. Source: OMol25; level of theory: ωB97M-V/def2-TZVPD.

CARTESIAN COORDINATES (ANGSTROEM)
C 1.6657 0.5722 0.0052
C -1.1052 0.3653 0.7836
C -1.1199 0.1832 -0.7072
C 0.0098 -0.3788 0.1056
O 1.5088 1.7679 0.1084
O 2.6040 -0.1693 -0.0543
S 0.2565 -2.1039 0.1001
H -0.9683 1.4098 1.0527
H -1.9655 -0.0515 1.3623
H -1.7508 -0.5006 -1.2241
H -0.7496 1.0114 -1.1962
H 1.6144 -2.1057 -0.3362

Summary:
- HOMO (eV) = -3.87
- multiplicity = 1
- orbital gap (eV) = 7.435
- charge = -1
- molecular weight (g/mol) = 117.15


What should be chosen as the least stable of them? Choose version P.